1.
The following is a DFT calculation (the ωB97M-V functional and the def2-TZVPD basis) of the molecule C6H10O in a non-equilibrium geometry.

Calculated values
**Energy relative to the best compared isomer or geometry (same formula, charge and spin)**: 139.5 kcal per mole
**HOMO-LUMO gap**: 10.530 eV
**Structure (SMILES)**: O[C@@H]1CC[C@H]2C[C@@H]21

Last column: Löwdin charge in e.
Positions of all 17 atoms, in Å:
O  1.26348  -0.81401  1.48380  -0.100
C  0.00454  -1.16860  0.79445  -0.237
C  0.39395  -1.31580  -0.76730  -0.036
C  0.42832  0.31367  -1.50881  -0.032
C  -0.10860  0.94330  -0.23243  -0.446
C  -0.91004  1.65299  0.78596  0.047
C  -0.87264  0.11125  0.43964  -0.260
H  0.86393  -0.19070  2.24384  0.160
H  -0.39786  -1.97394  1.26153  0.094
H  1.39401  -1.68162  -0.86191  0.070
H  -0.24746  -1.93476  -1.46897  0.111
H  -0.30317  0.28263  -2.34011  0.083
H  1.17706  0.94261  -2.01035  0.091
H  0.77953  0.93133  0.29427  0.089
H  -0.03707  2.15152  1.41416  0.148
H  -1.71007  2.23179  0.55276  0.044
H  -1.71790  -0.48167  -0.08053  0.175

Cartesian forces (eV/Å) of the 6 atoms listed first:
O -2.9635 1.7418 2.0774
C 2.7192 4.4782 -3.3161
C 0.8139 0.9385 -1.5518
C -2.8941 -0.6981 -0.4655
C 4.0905 2.6055 -5.0072
C 3.3717 -0.3905 1.2544



2.
The following is a DFT calculation (the ωB97M-V functional and the def2-TZVPD basis) of a 2-piece molecular cluster, C6H10O overall.

Calculated values
**Energy relative to the best compared isomer or geometry (same formula, charge and spin)**: 20.0 kcal per mole
**HOMO-LUMO gap**: 10.269 eV
**Structure (SMILES)**: O=C1CC=CCC1.[H][H]

Last column: Löwdin charge in e.
Positions of all 17 atoms, in Å:
O  1.25626  -1.74263  -0.06841  0.050
C  0.44260  -0.88021  -0.32295  -0.399
C  -0.99909  -1.21024  -0.65980  -0.113
C  -1.96212  -0.22977  -0.03546  -0.097
C  -1.58009  0.89540  0.56678  -0.107
C  -0.14495  1.34397  0.66848  -0.182
C  0.76277  0.59954  -0.32397  -0.116
H  -1.10244  -1.19706  -1.75591  0.130
H  -1.20056  -2.23767  -0.33948  0.122
H  -3.01752  -0.49293  -0.07290  0.102
H  -2.33155  1.53608  1.02476  0.101
H  0.21772  1.18589  1.69356  0.120
H  -0.07666  2.42351  0.48845  0.111
H  1.82177  0.74707  -0.09772  0.100
H  0.56644  0.98178  -1.33526  0.133
H  4.16136  -0.79769  0.27076  0.036
H  3.46829  -1.06768  0.21469  0.009

Cartesian forces (eV/Å) of the 6 atoms listed first:
O -0.3215 0.3468 -0.1031
C 0.1062 -0.1819 -0.0151
C 0.0324 -0.0501 0.0137
C 0.0362 0.1692 0.0879
C -0.0636 -0.1304 -0.0828
C -0.0096 0.0019 0.0318



3.
The following is a DFT calculation (the ωB97M-V functional and the def2-TZVPD basis) of the molecule C6H10O.

Calculated values
**Energy relative to the best compared isomer or geometry (same formula, charge and spin)**: 50.5 kcal per mole
**HOMO-LUMO gap**: 9.770 eV
**Structure (SMILES)**: CCC(C)=C=CO

Last column: Löwdin charge in e.
Positions of all 17 atoms, in Å:
C  2.05747  0.33206  0.03573  -0.104
C  1.01604  -0.49282  -0.71871  -0.211
C  -0.39871  0.02801  -0.63720  -0.302
C  -1.52782  -0.89209  -1.02167  -0.051
C  -0.67507  1.14302  0.01362  0.006
C  -0.89057  1.42084  1.27547  -0.198
O  -0.83755  0.34273  2.16992  -0.043
H  3.05974  -0.07521  -0.13589  0.072
H  1.85837  0.31638  1.11287  0.076
H  2.05240  1.37766  -0.28769  0.077
H  0.99699  -1.51094  -0.29315  0.122
H  1.29584  -0.61245  -1.76965  0.114
H  -2.47530  -0.51945  -0.61565  0.085
H  -1.63575  -0.98875  -2.10245  0.080
H  -1.34010  -1.89784  -0.61335  0.089
H  -1.11093  2.35536  1.76895  0.099
H  -1.44505  -0.32651  1.81886  0.090

Cartesian forces (eV/Å) of the 6 atoms listed first:
C 0.0036 0.0397 -0.0269
C 0.0630 -0.0265 -0.1462
C 0.0079 -0.1668 0.2597
C -0.0763 -0.0262 -0.1902
C 0.1102 -0.5206 0.5219
C -0.0692 0.2024 -0.1378



4.
The following is a DFT calculation (the ωB97M-V functional and the def2-TZVPD basis) of the molecule C6H10O.

Calculated values
**Energy relative to the best compared isomer or geometry (same formula, charge and spin)**: 102.4 kcal per mole
**HOMO-LUMO gap**: 8.487 eV

Last column: Löwdin charge in e.
Positions of all 17 atoms, in Å:
C  -2.52357  -0.11704  0.80700  -0.143
C  -1.50093  -0.15086  -0.24871  0.005
C  -0.24717  -0.94151  -0.00716  -0.165
C  0.84910  0.09505  -0.23541  -0.499
C  2.29148  -0.23123  0.06688  -0.012
C  0.56387  1.20840  -1.14390  -0.108
O  0.32795  1.34173  0.26263  -0.044
H  -3.48472  -0.28039  0.30294  0.079
H  -2.58012  0.93439  1.13464  0.099
H  -2.42322  -0.76446  1.69202  0.070
H  -0.11256  -1.39579  0.99375  0.116
H  -0.22236  -1.75491  -0.74962  0.131
H  2.66177  -0.95788  -0.66658  0.090
H  2.43656  -0.64907  1.06821  0.083
H  2.90102  0.67415  -0.02291  0.087
H  -0.31737  1.14885  -1.77450  0.096
H  1.38026  1.84058  -1.47930  0.115

Cartesian forces (eV/Å) of the 6 atoms listed first:
C 0.0409 -0.1876 -0.0302
C -0.1997 -0.3097 0.1539
C -0.0630 0.0999 -0.0054
C 0.1075 -0.1225 -0.0877
C -0.0387 -0.0123 0.0453
C 0.0907 0.1247 -0.2916



5.
The following is a DFT calculation (the ωB97M-V functional and the def2-TZVPD basis) of the molecule C6H10O in a non-equilibrium geometry.

Calculated values
**Energy relative to the best compared isomer or geometry (same formula, charge and spin)**: 40.0 kcal per mole
**HOMO-LUMO gap**: 9.577 eV
**Structure (SMILES)**: C=C(O)/C=C/CC

Last column: Löwdin charge in e.
Positions of all 17 atoms, in Å:
C  0.93597  2.75187  -0.57552  0.054
C  0.44390  1.58148  -0.99262  -0.398
O  0.18624  1.37090  -2.34802  -0.010
C  -0.19398  0.59995  -0.06779  -0.069
C  -0.41901  -0.64782  -0.45174  -0.096
C  -0.85770  -1.77243  0.43991  -0.232
C  0.11915  -1.95886  1.64539  -0.101
H  0.99303  3.63166  -1.19857  0.059
H  1.49754  2.81052  0.35067  0.063
H  -0.59816  1.88030  -2.59992  0.112
H  -0.59102  1.12502  0.79418  0.120
H  -0.10573  -0.91795  -1.45760  0.114
H  -0.78436  -2.71985  -0.08596  0.093
H  -1.86486  -1.67030  0.84241  0.103
H  -0.33730  -2.40576  2.52421  0.064
H  0.64698  -1.02691  1.83177  0.057
H  0.92932  -2.63182  1.34920  0.067

Cartesian forces (eV/Å) of the 6 atoms listed first:
C 0.8711 -0.2905 -0.0025
C -1.3559 0.7288 -0.0650
O -0.2122 0.2579 0.0130
C 0.5403 0.8330 -0.9481
C 0.2524 -0.5652 0.2483
C 0.4441 -0.4358 0.8925



6.
The following is a DFT calculation (the ωB97M-V functional and the def2-TZVPD basis) of C6H10O as an isolated structure.

Calculated values
**Energy relative to the best compared isomer or geometry (same formula, charge and spin)**: 82.2 kcal per mole
**HOMO-LUMO gap**: 8.305 eV

Last column: Löwdin charge in e.
Positions of all 17 atoms, in Å:
C  -1.19200  1.06170  1.63541  -0.050
C  -0.51980  0.33617  0.49636  -0.314
C  -0.51216  0.78343  -0.76453  -0.072
C  0.18212  -0.03765  -1.81845  -0.224
C  0.93827  -1.15501  -1.11834  -0.074
C  0.08732  -0.95992  0.85743  -0.198
O  1.15398  -0.90781  1.67635  -0.008
H  -0.48203  1.31573  2.42988  0.078
H  -1.96555  0.43583  2.09176  0.085
H  -1.65371  1.98738  1.28597  0.077
H  -1.05666  1.68404  -1.04616  0.106
H  0.84334  0.58279  -2.43669  0.104
H  -0.55883  -0.46579  -2.50302  0.108
H  1.01324  -2.07883  -1.70471  0.095
H  1.92918  -0.87811  -0.75425  0.092
H  0.21547  -1.71041  -0.11660  0.084
H  1.58055  -0.03267  1.63798  0.112

Cartesian forces (eV/Å) of the 6 atoms listed first:
C -0.0656 0.0151 0.0338
C 0.0292 -0.0011 -0.1569
C 0.0083 -0.0115 0.1369
C -0.0197 -0.0188 0.0638
C 0.0920 0.0589 -0.0212
C -0.2967 0.0660 -0.2270



The highest HOMO-LUMO gap belongs to which entry? number 1